No. 1
C2H2N2O5S | ωB97M-V/def2-TZVPD

Element x y z (Å)
C  -0.488  -0.498  1.575
C  1.249  1.446  -1.329
N  0.231  0.244  2.120
N  1.204  0.135  -1.412
O  1.383  1.920  -0.045
O  1.436  -1.778  -2.989
O  -1.229  -1.272  1.010
O  1.236  2.271  -2.247
O  -0.839  -1.212  -1.974
S  0.580  -0.602  -2.708
H  1.107  1.229  0.603
H  -0.780  -1.180  -1.002

* charge: -2
* orbital gap: 7.29 eV
* LUMO: 6.114 eV
* HOMO: -1.177 eV
* multiplicity: 1

---

No. 2
C2H2N2OP | ωB97M-V/def2-TZVPD

Element x y z (Å)
C  -0.071  -1.258  1.005
C  0.204  -0.183  0.089
N  -0.343  -2.093  1.732
N  2.793  -0.921  0.561
O  3.610  -1.543  1.108
P  2.018  -0.008  -0.387
H  -0.122  0.770  0.527
H  -0.358  -0.335  -0.841

* charge: +1
* orbital gap: 8.14 eV
* LUMO: -8.580 eV
* SMILES: N#CCP=[N+]=O
* HOMO: -16.724 eV
* multiplicity: 1

---

No. 3
C2H2N2OS | ωB97M-V/def2-TZVPD

Element x y z (Å)
C  0.039  1.060  0.701
C  0.691  -0.069  -1.849
N  -0.597  -1.075  1.491
N  -0.459  0.023  1.064
O  -0.244  0.504  -2.113
S  1.978  -0.894  -1.578
H  -0.253  1.798  0.015
H  -1.153  -1.347  2.269

* orbital gap: 9.76 eV
* LUMO: 0.735 eV
* HOMO: -9.020 eV
* multiplicity: 1

---

No. 4
C2H2N2OS | ωB97M-V/def2-TZVPD

Element x y z (Å)
C  0.167  0.041  -1.140
C  -0.373  0.238  0.426
N  1.281  -0.567  -1.194
N  -1.490  0.653  0.715
O  0.597  -0.391  1.196
S  1.882  -0.917  0.326
H  -0.367  0.226  -2.039
H  -1.696  0.717  1.709

* orbital gap: 9.42 eV
* LUMO: 0.498 eV
* SMILES: [H]/N=c1/cnso1
* HOMO: -8.922 eV
* multiplicity: 1

---

No. 5
C2H2N2OS | ωB97M-V/def2-TZVPD

Element x y z (Å)
C  -0.156  0.212  0.220
C  -0.009  -0.890  1.043
H  0.787  1.878  1.538
H  -0.063  -1.097  2.144
N  -0.287  -1.960  0.274
N  -0.443  -1.675  -0.943
O  -0.174  -0.248  -1.115
S  0.423  1.920  0.147

* orbital gap: 9.63 eV
* LUMO: 0.058 eV
* SMILES: Sc1cnno1
* HOMO: -9.575 eV
* multiplicity: 1

---

No. 6
C2H2N2OS2 | ωB97M-V/def2-TZVPD

Element x y z (Å)
C  0.039  -0.388  -0.654
C  -0.107  0.256  0.673
H  1.184  1.600  -1.359
H  -0.156  -2.808  1.127
N  -0.256  -1.692  -0.545
N  -0.554  -1.920  0.702
O  -0.220  -0.860  1.526
S  0.571  0.396  -2.063
S  -0.146  1.740  1.239

* orbital gap: 8.09 eV
* LUMO: -0.503 eV
* SMILES: S=c1o[nH]nc1S
* HOMO: -8.594 eV
* multiplicity: 1

---

No. 7
C2H2N2OS2 | ωB97M-V/def2-TZVPD

Element x y z (Å)
C  1.729  0.961  -0.124
C  2.519  -0.759  -0.045
N  0.400  0.666  -0.181
N  0.167  -0.776  -0.302
O  1.438  -1.569  -0.112
S  2.543  2.318  -0.024
S  4.042  -1.011  0.102
H  0.024  1.266  -0.899
H  -0.254  -1.087  0.575

* orbital gap: 8.36 eV
* LUMO: -0.423 eV
* SMILES: S=c1[nH][nH]oc1=S
* HOMO: -8.780 eV
* multiplicity: 1

---

No. 8
C2H2N3O | ωB97M-V/def2-TZVPD

Element x y z (Å)
C  0.891  0.646  0.000
C  0.427  -0.631  0.000
N  -0.210  1.526  0.000
N  -1.273  1.043  0.000
N  -0.948  -0.622  0.000
O  -1.770  -1.446  0.000
H  1.897  1.038  0.000
H  0.988  -1.554  0.000

* charge: +1
* orbital gap: 7.52 eV
* LUMO: -8.957 eV
* SMILES: O=[N+]1C=CN=N1
* HOMO: -16.479 eV
* multiplicity: 1

---

No. 9
C2H2N3P | ωB97M-V/def2-TZVPD

Element x y z (Å)
C  1.522  -1.321  0.014
C  0.567  1.444  0.089
N  2.256  -2.087  0.435
N  0.963  2.204  0.851
N  -1.491  0.001  -0.299
P  -0.060  0.280  -1.094
H  -2.175  -0.622  -0.699
H  -1.581  0.103  0.703

* orbital gap (alpha / beta): 9.24 / 9.24 eV
* LUMO (alpha / beta): -1.597 / -1.597 eV
* HOMO (alpha / beta): -10.838 / -10.838 eV
* multiplicity: 1

---

No. 10
C2H2N3P | ωB97M-V/def2-TZVPD

Element x y z (Å)
C  0.133  1.337  0.525
C  -0.364  -3.022  -2.828
N  0.079  0.834  -0.533
N  -0.737  -3.661  -3.701
N  0.381  -2.895  -0.288
P  0.212  -1.970  -1.480
H  0.663  -2.698  0.599
H  0.104  0.398  -1.449

* orbital gap: 8.93 eV
* LUMO: -1.703 eV
* HOMO: -10.636 eV
* multiplicity: 1

---

No. 11
C2H2N3S2 | ωB97M-V/def2-TZVPD

Element x y z (Å)
C  -0.850  1.124  -0.506
C  -1.121  1.287  0.877
N  0.302  0.423  -0.651
N  0.726  0.009  0.560
N  -0.205  0.578  1.533
S  -0.181  0.116  3.090
S  2.335  2.298  0.533
H  -1.245  1.611  -1.318
H  1.729  0.340  0.730

* charge: -1
* orbital gap (alpha / beta): 4.75 / 6.48 eV
* LUMO (alpha / beta): 1.105 / 3.226 eV
* HOMO (alpha / beta): -3.640 / -3.254 eV
* multiplicity: 1

---

No. 12
C2H2N4 | ωB97M-V/def2-TZVPD

Element x y z (Å)
C  0.787  -0.514  0.717
N  -0.226  -0.916  1.345
N  -1.660  0.162  0.665
N  -1.316  0.597  -0.390
C  -0.065  0.589  -1.025
N  1.015  0.370  -0.368
H  1.589  -1.116  1.144
H  -0.123  0.828  -2.088

* orbital gap (alpha / beta): 8.02 / 8.02 eV
* LUMO (alpha / beta): -1.123 / -1.123 eV
* HOMO (alpha / beta): -9.140 / -9.140 eV
* multiplicity: 1

---

No. 13
C2H2N4 | ωB97M-V/def2-TZVPD

Element x y z (Å)
C  -1.333  -0.298  -0.323
N  -1.384  0.898  -0.506
N  0.388  1.852  -0.149
N  1.255  1.191  0.185
C  1.073  -0.576  0.373
N  0.021  -1.110  0.154
H  -2.080  -1.078  -0.417
H  2.060  -0.878  0.683

* orbital gap (alpha / beta): 9.16 / 9.16 eV
* LUMO (alpha / beta): 0.055 / 0.055 eV
* HOMO (alpha / beta): -9.109 / -9.109 eV
* multiplicity: 1

---

No. 14
C2H2N4 | ωB97M-V/def2-TZVPD

Element x y z (Å)
C  -0.570  -0.642  0.241
N  0.532  -1.295  0.303
N  1.703  -0.562  0.122
N  1.739  0.439  -0.574
N  0.272  1.165  -0.938
C  -0.674  0.748  -0.183
H  -1.467  -1.242  0.351
H  -1.532  1.392  0.066

* orbital gap: 9.42 eV
* LUMO: -0.663 eV
* SMILES: c1cnnnn1
* HOMO: -10.081 eV
* multiplicity: 1

---

No. 15
C2H2N4O | ωB97M-V/def2-TZVPD

Element x y z (Å)
C  1.238  -0.208  -0.007
C  -1.440  -0.175  -0.021
H  -2.527  -0.243  -0.019
H  0.960  1.784  -0.007
N  0.490  -1.430  0.015
N  -0.771  -1.402  0.014
N  -0.857  0.980  0.004
N  0.473  0.913  0.030
O  2.434  -0.220  -0.010

* orbital gap: 8.62 eV
* LUMO: -1.160 eV
* SMILES: O=c1nncn[nH]1
* HOMO: -9.783 eV
* multiplicity: 1

---

No. 16
C2H2N4O2 | ωB97M-V/def2-TZVPD

Element x y z (Å)
C  1.794  0.117  0.214
C  -0.629  -0.023  -0.020
H  2.659  -0.390  0.761
H  0.628  -1.237  1.381
N  0.560  -0.311  0.594
N  -1.686  -0.019  0.801
N  -2.534  0.040  -0.340
N  -2.048  0.321  -1.496
O  1.979  1.350  -0.583
O  -0.723  0.152  -1.312

* orbital gap: 9.81 eV
* LUMO: -0.680 eV
* HOMO: -10.488 eV
* multiplicity: 1

---

No. 17
C2H2N6 | ωB97M-V/def2-TZVPD

Element x y z (Å)
C  1.016  0.060  -0.046
C  -1.009  1.077  -0.294
H  2.370  -0.981  0.686
H  -1.505  2.043  -0.598
N  2.126  -0.040  0.638
N  0.269  1.201  -0.305
N  -1.742  0.200  0.531
N  -1.358  -1.034  0.604
N  -0.646  -1.480  -0.426
N  0.479  -1.046  -0.791

* orbital gap: 8.48 eV
* LUMO: -1.819 eV
* SMILES: [H]/N=c1/ncnnnn1
* HOMO: -10.301 eV
* multiplicity: 1

---

No. 18
C2H2N6O | ωB97M-V/def2-TZVPD

Element x y z (Å)
C  -1.109  -0.591  -0.202
C  1.096  0.841  0.067
H  -2.787  -0.495  -1.068
H  2.048  1.338  1.577
N  -0.435  -1.147  0.765
N  0.778  -1.438  0.526
N  1.709  -0.621  0.005
N  1.461  1.877  0.898
N  0.338  0.936  -1.122
N  -0.640  0.070  -1.277
O  -2.459  -0.771  -0.170

* orbital gap: 8.07 eV
* LUMO: -2.229 eV
* SMILES: [H]/N=c1\nnnc(O)nn1
* HOMO: -10.300 eV
* multiplicity: 1

---

No. 19
C2H2NO2P2 | ωB97M-V/def2-TZVPD

Element x y z (Å)
C  0.091  0.066  -0.103
C  -2.304  0.135  0.058
N  -1.153  -0.585  -0.289
O  -2.858  0.162  -1.035
O  -2.568  0.590  1.191
P  2.872  -0.037  0.543
P  1.467  -0.714  -0.834
H  0.335  1.040  0.527
H  4.120  -0.656  -0.058

* charge: -1
* orbital gap: 6.52 eV
* LUMO: 2.075 eV
* HOMO: -4.445 eV
* multiplicity: 1

---

No. 20
C2H2NO2S | ωB97M-V/def2-TZVPD

Element x y z (Å)
C  -0.396  0.209  -0.674
C  1.962  0.125  -0.010
N  0.723  0.362  -0.276
O  -2.659  -1.287  -0.278
O  -2.621  1.134  0.254
S  -1.996  -0.179  0.414
H  2.803  0.567  0.497
H  2.185  -0.932  0.073

* charge: -1
* orbital gap (alpha / beta): 6.96 / 6.96 eV
* LUMO (alpha / beta): 4.020 / 4.020 eV
* SMILES: C=NC#S(=O)[O-]
* HOMO (alpha / beta): -2.937 / -2.936 eV
* multiplicity: 1

---

no.,DFT total energy (a.u.)
1,-961.376587
2,-603.076144
3,-660.242665
4,-660.290863
5,-660.247926
6,-1058.428984
7,-1058.385049
8,-316.437721
9,-582.956789
10,-582.926132
11,-1037.886318
12,-296.286599
13,-296.296168
14,-296.292586
15,-371.610767
16,-446.711963
17,-405.772061
18,-480.979776
19,-965.334957
20,-680.771988